Formula: C28H84O14
Source: OMol25
Level of theory: ωB97M-V/def2-TZVPD

```
126
Properties=species:S:1:pos:R:3:forces:R:3
C -15.889330 6.488820 7.237550 -1.245 -0.298 -0.204
C -14.502720 6.490780 6.657200 -0.523 0.028 -0.952
O -13.578520 6.813440 7.626140 1.920 -0.046 1.146
H -16.424400 5.553400 7.073920 0.109 -0.131 -0.059
H -16.536000 7.250320 6.801620 0.089 0.200 0.148
H -15.855350 6.612220 8.320010 0.017 0.131 0.008
H -14.394850 7.187630 5.826020 -0.289 0.227 -0.207
H -14.249050 5.523190 6.224180 0.161 -0.151 0.303
H -13.915610 7.462580 8.247910 -0.180 0.025 -0.191
C -6.127670 1.521350 -1.005490 -0.375 0.560 0.736
C -4.694380 1.086100 -0.751700 -1.582 -0.292 0.673
O -4.237760 0.330180 -1.816400 1.118 -0.538 -1.274
H -6.186040 2.438270 -1.591970 -0.225 -0.151 -0.200
H -6.612210 1.686240 -0.043140 0.066 0.536 0.202
H -6.763800 0.728850 -1.399680 0.458 -0.072 -0.548
H -4.786120 0.400380 0.090600 0.596 0.116 0.332
H -4.031990 1.923010 -0.530500 -0.044 0.011 0.241
H -3.630770 0.866400 -2.331790 -0.024 -0.161 -0.158
C -13.099250 0.300220 7.699620 -0.318 -1.200 -0.024
C -12.445440 0.385850 6.295720 0.027 0.918 1.198
O -11.473550 -0.632760 6.100530 -0.461 -0.164 -0.430
H -12.447940 0.213330 8.569310 0.761 0.334 -0.343
H -13.595500 -0.669920 7.725170 -0.308 -0.099 -0.051
H -13.850100 1.024830 8.014670 0.053 0.347 -0.692
H -12.009200 1.371810 6.135510 0.296 0.157 0.107
H -13.206950 0.320890 5.518560 0.049 -0.517 0.059
H -10.794970 -0.596380 6.778630 -0.090 0.227 0.128
C -9.758880 9.913060 5.044120 0.946 0.421 1.350
C -10.070830 11.421440 5.222800 -0.118 -0.709 -1.483
O -10.329170 11.990240 3.940420 0.009 0.301 -0.801
H -10.414820 9.299010 4.427040 -0.422 0.474 0.250
H -9.666820 9.534270 6.062040 -0.755 -0.439 0.201
H -8.744290 9.660880 4.735730 0.154 0.732 -0.688
H -9.237640 12.008860 5.608610 0.050 -0.559 0.737
H -10.992730 11.587670 5.780090 0.237 -0.281 0.598
H -9.961340 12.876870 3.954070 -0.153 0.038 -0.223
C -14.778480 11.645410 1.517240 -0.559 1.505 -0.902
C -14.694730 10.207100 1.957960 0.060 1.409 0.528
O -13.350620 9.845840 1.814100 0.764 -0.839 -0.124
H -15.531610 12.324890 1.916260 -0.820 -0.712 0.217
H -14.847290 11.764090 0.435910 0.315 -0.047 -0.069
H -13.913320 12.199110 1.881950 0.551 -0.254 -0.212
H -15.289790 9.511240 1.366540 -0.180 0.106 0.403
H -14.918820 10.288780 3.021550 -0.614 -1.013 0.203
H -12.877770 10.591300 2.191350 0.550 -0.174 -0.012
C -13.269300 8.297230 -5.008950 1.325 0.095 1.097
C -12.596300 8.565520 -3.620230 -0.388 0.446 -1.276
O -11.147150 8.437500 -3.627910 -1.430 -0.503 0.052
H -13.360060 7.219450 -5.144080 -0.151 0.059 -0.167
H -12.632720 8.696620 -5.798470 -0.175 0.091 -0.077
H -14.247190 8.778700 -5.012540 0.027 -0.133 -0.114
H -13.128000 7.911020 -2.929560 0.522 -0.189 0.450
H -12.785390 9.595800 -3.318800 -0.317 0.076 -0.020
H -10.937280 8.840520 -2.782250 0.678 -0.013 0.118
C -10.997420 3.514050 -4.500470 -2.008 -1.866 -0.388
C -9.990970 4.371530 -5.087500 -1.119 1.987 -1.077
O -9.310550 4.965310 -4.021830 2.116 0.135 0.153
H -10.538030 2.554550 -4.262950 -0.177 -0.028 0.464
H -11.747790 3.307640 -5.263650 -0.262 -0.302 -0.090
H -11.543940 3.924560 -3.651410 0.325 0.081 0.079
H -10.403370 5.196440 -5.668480 -0.736 0.267 0.004
H -9.554590 3.854350 -5.942020 1.697 -0.318 0.774
H -9.826600 5.745260 -3.805090 0.139 0.162 0.108
C -2.060140 6.784500 6.545270 -0.476 0.878 -0.485
C -3.303260 6.922790 5.630130 -0.297 -0.376 0.679
O -3.725630 5.605620 5.305270 0.329 -0.534 -0.209
H -1.301290 6.125300 6.123720 -0.278 -0.177 -0.038
H -2.333130 6.478970 7.555340 -0.097 -0.335 -0.194
H -1.575640 7.753120 6.668280 -0.047 0.180 -0.084
H -3.194180 7.556910 4.750310 0.711 -0.202 -0.250
H -4.149020 7.382960 6.141050 0.161 0.322 0.583
H -4.368860 5.595930 4.592700 -0.005 0.242 -0.026
C -10.972120 -3.298440 1.432700 0.595 -0.605 -0.283
C -10.880520 -1.902840 0.894340 -0.419 -1.340 -1.316
O -10.181170 -1.048530 1.734600 -0.267 0.504 0.197
H -11.588580 -3.865830 0.735470 -0.199 -0.224 0.247
H -11.390860 -3.316170 2.438910 -0.086 -0.153 0.007
H -9.982550 -3.755180 1.416490 0.011 -0.140 0.365
H -11.918030 -1.688490 0.637960 -0.220 1.223 0.308
H -10.388670 -1.974080 -0.075770 0.341 0.374 0.042
H -10.608420 -1.190400 2.582500 0.244 0.386 0.479
C -19.184180 5.357900 2.230120 0.431 -0.359 0.960
C -17.877390 5.212260 1.451800 0.439 0.654 0.531
O -16.813950 4.639970 2.259600 -1.102 -0.611 0.084
H -19.155400 6.332070 2.718250 -0.371 -0.169 0.263
H -19.216840 4.567440 2.979930 0.153 0.093 0.312
H -20.137270 5.225190 1.718160 0.357 0.272 -0.652
H -17.507400 6.225850 1.297450 -0.331 0.006 -1.047
H -18.090890 4.643970 0.546500 0.624 0.014 -0.164
H -15.967750 5.051580 2.069520 -0.162 0.096 -0.275
C -7.380460 11.286020 -1.782660 1.965 0.198 0.017
C -7.835940 10.439810 -0.613230 -0.303 0.294 -0.034
O -9.251010 10.544970 -0.591500 -0.883 -0.444 0.140
H -7.195160 12.307620 -1.450840 -1.127 0.405 -0.309
H -7.963450 11.129520 -2.690250 -0.495 0.415 0.420
H -6.364740 11.114040 -2.138810 0.342 -0.874 0.225
H -7.543810 10.797590 0.374060 0.891 0.111 -0.211
H -7.527170 9.396400 -0.676890 -0.198 -0.075 -0.194
H -9.472200 11.147390 0.122470 -0.246 -0.096 -0.078
C -9.085210 4.608440 7.583070 0.003 -0.370 -0.562
C -9.155190 4.834580 9.078610 -0.597 -0.472 0.344
O -9.621610 6.134700 9.372400 0.553 0.627 0.165
H -10.072820 4.703060 7.131650 -0.276 -0.044 0.149
H -8.722930 3.623710 7.287810 0.019 -0.165 0.291
H -8.475080 5.314000 7.019140 0.270 0.254 0.481
H -8.251550 4.597360 9.640080 0.477 0.717 -0.377
H -9.854080 4.170980 9.587810 -0.346 -0.623 -0.517
H -10.352040 6.306350 8.773570 -0.165 0.088 -0.006
C -1.942120 7.190280 0.043310 -1.267 -0.463 -0.785
C -3.072730 6.458540 -0.777070 0.223 0.363 1.171
O -4.256150 6.239720 0.056510 1.204 0.316 -0.287
H -1.612210 6.643590 0.926700 -0.286 -0.034 -0.011
H -2.333080 8.172450 0.309010 0.133 -0.031 0.265
H -1.067670 7.342890 -0.589280 -0.068 -0.050 -0.143
H -2.704830 5.507740 -1.162740 0.007 -0.098 0.020
H -3.350320 7.095210 -1.617130 0.036 0.017 -0.107
H -4.902900 5.757040 -0.463430 -0.011 -0.025 -0.110
C -9.479140 4.957470 1.475530 -0.538 0.294 0.862
C -10.807570 4.499570 2.149610 -0.102 1.161 -0.562
O -11.958090 5.180360 1.547720 0.047 -1.550 -0.186
H -8.562270 4.452720 1.779950 -0.287 -0.516 0.214
H -9.298230 5.986520 1.786060 -0.089 0.269 -0.316
H -9.536890 4.898220 0.388680 -0.219 0.008 0.076
H -10.914740 4.694010 3.216760 0.778 0.256 0.169
H -10.935430 3.419100 2.083770 -0.400 0.117 -0.624
H -11.911690 6.134520 1.452790 0.773 -0.003 0.360
```
Forces are in eV/Å.

The largest force on an atom is 2.77 eV/A. The value obtained for the energy above the lowest of the compared OMol25 structures with the same formula, charge and spin is 152.8 kcal/mol. The calculation puts the lowest unoccupied orbital energy at 0.18 eV. The HOMO energy is -9.91 eV. As for the total energy: -2170.2367 Ha.



Formula: C4H8O2
Source: OMol25
Level of theory: ωB97M-V/def2-TZVPD

```
14
Properties=species:S:1:pos:R:3:forces:R:3
O -1.816992 -0.421992 1.368534 0.041 0.122 0.055
C -0.920308 -0.132715 0.409611 0.078 -0.030 -0.229
C -0.480964 -0.808958 -0.657008 -0.147 -0.019 0.048
C 0.583494 0.233295 -0.937338 0.110 -0.117 0.261
O 0.518792 0.964183 -2.142058 0.060 -0.109 -0.271
C 0.009074 1.042789 0.257619 0.001 0.127 0.084
H -1.797708 0.273423 2.037402 -0.059 -0.081 -0.100
H 1.175642 -1.361009 2.010036 0.091 -0.058 0.045
H -0.718316 -1.771594 -1.095105 0.014 0.146 0.039
H 0.868830 -1.472902 1.340836 0.098 -0.039 0.154
H 1.612840 -0.111638 -0.748995 -0.181 0.057 -0.060
H 0.728179 0.355269 -2.860738 -0.047 0.168 0.033
H -0.465912 1.972595 -0.067709 0.061 -0.098 0.050
H 0.703348 1.239254 1.084913 -0.121 -0.071 -0.108
```
Forces are in eV/Å.

The largest force on an atom is 0.31 eV/A. The value obtained for the energy above the lowest of the compared OMol25 structures with the same formula, charge and spin is 73.7 kcal/mol. The calculation puts the lowest unoccupied orbital energy at 0.81 eV. The HOMO energy is -8.91 eV. As for the total energy: -307.5949 Ha.



Formula: C4H12N2O
Source: OMol25
Level of theory: ωB97M-V/def2-TZVPD

```
19
Properties=species:S:1:pos:R:3:forces:R:3
N -1.094946 2.008304 1.862278 -0.559 0.494 -1.301
C -1.150270 2.146939 0.390891 0.033 0.161 -0.021
C -1.076166 0.889010 -0.491824 0.357 -0.278 0.279
N -0.195610 -0.152299 0.054594 0.310 1.353 -0.551
C 0.003586 -1.243843 -0.894218 -0.934 -0.052 0.942
C 1.170700 -2.133982 -0.550566 1.323 0.217 -0.949
O 2.422617 -1.421669 -0.510932 -0.488 -0.439 -0.243
H -2.036587 1.969442 2.214116 -0.007 -0.425 0.414
H -0.550808 1.204010 2.094582 0.160 -0.382 0.499
H -2.080602 2.635465 0.085802 0.097 0.214 0.331
H -0.343371 2.821511 0.112402 0.158 -0.046 -0.154
H -0.663613 1.220662 -1.445795 -0.062 -0.112 -0.102
H -2.071750 0.461170 -0.693114 -0.081 0.190 0.049
H -0.608759 -0.388816 0.939474 0.032 -0.924 0.122
H 0.132145 -0.818189 -1.887367 0.259 0.130 0.037
H -0.920824 -1.840087 -0.942108 0.115 -0.303 -0.200
H 1.064203 -2.721901 0.357499 -0.341 -0.030 0.162
H 1.335053 -2.806378 -1.399905 -0.338 -0.238 0.284
H 2.467609 -0.961913 0.320569 -0.036 0.470 0.403
```
Forces are in eV/Å.

The largest force on an atom is 1.64 eV/A. The value obtained for the energy above the lowest of the compared OMol25 structures with the same formula, charge and spin is 40.4 kcal/mol. The calculation puts the lowest unoccupied orbital energy at 0.96 eV. The HOMO energy is -8.97 eV. As for the total energy: -344.3206 Ha.